(1)
Molecular formula: C11H24BiClO3P2
Method: DFT, ωB97M-V/def2-TZVPD

```
42
Properties=species:S:1:pos:R:3
C 0.26 0.02 -3.43
C 0.94 0.22 -2.13
H 1.01 -0.16 -4.21
H -0.36 0.90 -3.67
H -0.42 -0.84 -3.37
O 2.10 0.48 -1.89
Cl -2.54 0.04 -1.16
Bi -0.27 -0.01 -0.01
P -0.30 2.69 0.19
C 1.28 3.35 0.79
C -0.67 3.43 -1.43
H -0.86 4.51 -1.31
H -1.81 4.26 1.25
H -1.56 2.94 -1.85
H -2.54 2.63 1.12
H 2.10 3.02 0.13
H 0.17 3.27 -2.11
C -1.61 3.18 1.35
H 1.25 4.45 0.81
H -1.31 2.96 2.38
H 1.49 2.98 1.80
P -0.13 -2.73 -0.01
C 1.44 -3.31 0.68
C -1.48 -3.40 1.01
H -1.26 -3.03 -2.12
H -0.36 -4.51 -1.65
H 0.51 -3.09 -2.32
C -0.33 -3.42 -1.68
H -2.40 -2.82 0.84
H -1.67 -4.44 0.73
H 1.49 -4.41 0.66
H 1.56 -2.97 1.71
H -1.22 -3.34 2.08
H 2.29 -2.91 0.10
C 2.31 0.05 1.20
O 3.34 0.01 1.69
C -2.41 -0.21 2.66
C -0.95 -0.19 2.35
O 0.02 -0.25 3.07
H -3.00 -0.15 1.73
H -2.67 0.65 3.29
H -2.67 -1.16 3.17
```

**Molecular weight**: 510.691 g/mol
**E**: -2016.1434 Ha
**Net charge**: +2
**HOMO energy (spin up / spin down)**: -14.65 / -14.65 eV
**HOMO-LUMO gap (spin up / spin down)**: 6.2 / 6.2 eV


(2)
Molecular formula: C18H54O18
Method: DFT, ωB97M-V/def2-TZVPD

```
90
Properties=species:S:1:pos:R:3
O -1.27 -1.50 -1.79
C -1.48 -0.11 -1.41
C -1.04 0.05 0.05
O 0.37 0.05 0.19
H -1.50 -1.56 -2.72
H -0.86 0.63 -1.94
H -2.49 0.28 -1.45
H -1.46 -0.69 0.73
H -1.44 0.97 0.48
H 0.68 -0.76 -0.23
O -4.69 -2.56 -6.42
C -5.28 -1.53 -7.14
C -6.23 -2.11 -8.26
O -7.52 -2.60 -7.63
H -5.38 -2.87 -5.82
H -5.74 -0.90 -6.37
H -4.54 -1.01 -7.74
H -5.71 -2.95 -8.71
H -6.53 -1.32 -8.95
H -8.08 -1.84 -7.53
O 7.54 -6.84 1.63
C 6.37 -6.69 0.81
C 6.16 -5.17 0.77
O 5.46 -4.62 1.83
H 7.20 -7.11 2.48
H 6.61 -7.11 -0.17
H 5.54 -7.20 1.30
H 5.60 -4.95 -0.14
H 7.16 -4.76 0.59
H 6.17 -4.56 2.47
O -1.24 -7.47 -6.55
C -0.14 -7.62 -5.61
C 0.61 -9.00 -5.66
O -0.24 -10.03 -5.28
H -1.78 -6.81 -6.11
H 0.59 -6.85 -5.83
H -0.41 -7.49 -4.56
H 1.50 -9.01 -5.03
H 1.03 -9.16 -6.65
H -0.95 -9.67 -4.74
O 9.99 -0.43 1.61
C 9.73 0.95 1.31
C 8.36 1.32 0.85
O 7.35 1.29 1.83
H 10.25 -0.51 2.53
H 10.11 1.53 2.15
H 10.42 1.35 0.57
H 8.19 0.84 -0.12
H 8.16 2.34 0.54
H 6.54 1.22 1.33
O 1.85 -0.53 6.14
C 2.95 -0.04 6.82
C 2.52 1.43 7.21
O 2.44 2.26 6.11
H 1.83 -0.32 5.20
H 3.05 -0.70 7.69
H 3.81 -0.13 6.17
H 3.22 1.79 7.96
H 1.55 1.59 7.68
H 3.16 2.06 5.51
O -0.04 6.56 -0.09
C 1.17 6.61 -0.70
C 1.36 7.85 -1.62
O 1.71 8.98 -0.89
H 0.04 7.24 0.58
H 2.06 6.66 -0.06
H 1.12 5.73 -1.33
H 0.40 7.88 -2.15
H 2.06 7.57 -2.41
H 2.66 9.13 -1.01
O -9.32 0.26 0.77
C -9.51 1.14 -0.30
C -8.60 2.38 -0.24
O -9.12 3.22 -1.33
H -9.44 0.73 1.60
H -9.50 0.63 -1.26
H -10.53 1.49 -0.15
H -7.55 2.16 -0.44
H -8.65 3.02 0.64
H -8.92 2.79 -2.16
O -4.02 4.98 4.82
C -3.62 4.96 6.16
C -2.76 6.25 6.55
O -1.61 6.15 5.67
H -3.24 5.26 4.33
H -4.47 4.73 6.80
H -2.96 4.10 6.14
H -2.38 6.10 7.57
H -3.31 7.19 6.57
H -1.09 5.39 5.96
```

**Molecular weight**: 558.612 g/mol
**E**: -2072.2045 Ha
**Energy relative to the best compared isomer or geometry (same formula, charge and spin)**: 520.5 kJ/mol
**HOMO energy**: -9.71 eV
**HOMO-LUMO gap**: 9.8 eV


(3)
Molecular formula: C48H30BrN2O10P
Method: DFT, ωB97M-V/def2-TZVPD

```
92
Properties=species:S:1:pos:R:3
N 0.14 -0.41 -1.95
C 0.65 0.42 -2.56
C 1.25 1.48 -3.37
C 0.56 2.85 -3.22
C 1.27 3.76 -4.14
N 1.80 4.48 -4.86
C -0.92 2.88 -3.66
C -1.87 2.12 -2.78
O -2.13 2.35 -1.65
Br -2.75 0.62 -3.69
P 0.91 3.57 -1.53
O 2.21 4.26 -1.56
O 0.94 2.39 -0.48
O -0.31 4.52 -1.23
H 2.29 1.59 -3.05
H 1.28 1.18 -4.41
H -1.02 2.54 -4.69
H -1.23 3.93 -3.64
H 1.82 2.39 -0.07
H -0.20 4.93 -0.36
O 4.93 -2.22 5.73
C 4.86 -1.37 4.87
C 5.34 0.02 5.13
C 5.88 0.33 6.37
C 6.35 1.60 6.63
C 6.29 2.58 5.64
C 5.74 2.28 4.40
C 5.26 1.01 4.14
C 4.66 0.71 2.81
O 4.56 1.58 1.97
C 4.20 -0.68 2.54
C 3.67 -1.00 1.30
C 3.27 -2.29 1.02
C 3.40 -3.28 1.99
C 3.92 -2.98 3.24
C 4.32 -1.68 3.52
H 5.93 -0.44 7.14
H 6.77 1.84 7.59
H 6.67 3.57 5.83
H 5.69 3.04 3.63
H 3.57 -0.22 0.55
H 2.85 -2.53 0.05
H 3.09 -4.30 1.77
H 4.02 -3.74 3.99
O -5.38 -6.26 -5.47
C -4.35 -5.75 -5.85
C -3.62 -4.76 -5.00
C -4.13 -4.44 -3.75
C -3.46 -3.54 -2.94
C -2.27 -2.96 -3.37
C -1.76 -3.27 -4.63
C -2.44 -4.16 -5.45
C -1.89 -4.47 -6.80
O -0.89 -3.91 -7.20
C -2.60 -5.47 -7.63
C -2.09 -5.80 -8.88
C -2.72 -6.75 -9.67
C -3.87 -7.38 -9.20
C -4.39 -7.05 -7.96
C -3.76 -6.09 -7.18
H -5.05 -4.90 -3.42
H -3.85 -3.29 -1.97
H -1.73 -2.27 -2.74
H -0.84 -2.82 -4.97
H -1.19 -5.31 -9.23
H -2.32 -7.00 -10.64
H -4.36 -8.12 -9.81
H -5.29 -7.53 -7.60
O -4.06 2.28 5.87
C -3.08 2.75 5.33
C -2.25 3.78 6.01
C -2.59 4.18 7.30
C -1.82 5.12 7.96
C -0.70 5.66 7.34
C -0.35 5.28 6.06
C -1.13 4.34 5.39
C -0.75 3.94 4.00
O 0.19 4.46 3.43
C -1.56 2.89 3.33
C -1.21 2.48 2.06
C -1.94 1.50 1.41
C -3.03 0.92 2.04
C -3.39 1.32 3.32
C -2.66 2.31 3.97
H -3.47 3.76 7.77
H -2.09 5.44 8.96
H -0.09 6.39 7.86
H 0.52 5.69 5.57
H -0.35 2.93 1.58
H -1.65 1.19 0.42
H -3.60 0.15 1.54
H -4.24 0.87 3.82
```

**Molecular weight**: 905.650 g/mol
**E**: -5624.5920 Ha
**HOMO energy**: -9.82 eV
**HOMO-LUMO gap**: 8.7 eV